10
Properties=species:S:1:pos:R:3:lowdin_spin:R:1 method="wB97M-V/def2-TZVPD" gap_ev="7.55 / 11.64" s2=2.027 spin_multiplicity=3 energy_ha=-371.80599 mol_weight_g_mol=99.07 total_charge=+1
C 2.8476 -0.2559 0.1424 0.250
C -1.7563 -0.0372 -0.1961 0.013
N 1.6811 -0.6251 0.3200 0.316
N 0.5071 -0.7538 0.5009 1.042
N -0.5305 2.0935 0.0716 0.036
N -0.9991 1.0868 -0.0701 0.010
O 3.9910 -0.1585 0.1399 0.326
H -1.5816 -0.8438 0.6008 0.001
H -1.3568 -0.8198 -1.0749 0.004
H -2.8024 0.3138 -0.4346 0.002

47
Properties=species:S:1:pos:R:3:nbo_charge:R:1 method="wB97M-V/def2-TZVPD" gap_ev=9.61 smiles="Cc1ccc(S(=O)(=O)N(C)CC(=O)N2C[C@@H](C)O[C@@H](C)C2)cc1" energy_ha=-1432.74486 mol_weight_g_mol=340.44
C 4.6050 -2.0276 1.4478 -0.632
C 3.1174 -2.0805 1.2909 -0.005
C 2.4951 -3.2764 0.9410 -0.210
C 1.1222 -3.3395 0.7940 -0.163
C 0.3605 -2.2029 0.9974 -0.339
C 0.9553 -1.0085 1.3496 -0.209
C 2.3324 -0.9527 1.4968 -0.161
H 2.8008 -0.0193 1.7730 0.208
H 0.3450 -0.1348 1.5135 0.235
S -1.4004 -2.3523 0.7084 2.316
O -1.5954 -2.4418 -0.7149 -0.951
O -1.9106 -3.4220 1.5177 -0.927
N -1.9819 -0.8563 1.2029 -0.681
C -2.1468 -0.7595 2.6366 -0.425
H -1.2577 -1.1668 3.1135 0.215
H -3.0171 -1.3276 2.9812 0.202
H -2.2674 0.2892 2.9073 0.227
C -3.0703 -0.2872 0.4283 -0.318
C -2.7801 1.1910 0.1564 0.674
O -3.2622 2.0556 0.8678 -0.638
N -1.9739 1.4848 -0.8819 -0.428
C -1.2628 0.5698 -1.7469 -0.261
H -1.4399 -0.4687 -1.4801 0.250
H -1.5899 0.7417 -2.7801 0.194
C 0.2465 0.8536 -1.6571 0.106
C 1.0279 -0.0411 -2.6063 -0.625
H 0.8320 -1.0824 -2.3671 0.220
H 0.7285 0.1578 -3.6315 0.213
H 2.0911 0.1593 -2.5112 0.220
O 0.5202 2.2028 -1.9776 -0.537
C -0.1491 3.0987 -1.1103 0.096
C 0.2196 4.5159 -1.5237 -0.617
H -0.1067 4.6968 -2.5440 0.212
H -0.2544 5.2337 -0.8611 0.214
H 1.2975 4.6415 -1.4799 0.221
C -1.6653 2.8709 -1.1799 -0.254
H -2.1863 3.4983 -0.4563 0.251
H -2.0163 3.1033 -2.1918 0.194
H 0.1829 2.9080 -0.0738 0.161
H 0.5707 0.6616 -0.6199 0.162
H -3.1770 -0.8603 -0.4918 0.246
H -4.0109 -0.3384 0.9897 0.220
H 0.6228 -4.2565 0.5247 0.236
H 3.0945 -4.1605 0.7821 0.218
H 4.9445 -1.0114 1.6278 0.218
H 4.9159 -2.6507 2.2854 0.226
H 5.0944 -2.4084 0.5532 0.225

24
Properties=species:S:1:pos:R:3:nbo_charge:R:1 method="wB97M-V/def2-TZVPD" gap_ev=9.01 smiles="CCc1c[nH]cn1.CC(N)=O" energy_ha=-513.97457 mol_weight_g_mol=155.20
C 1.8582 1.5538 0.6006 -0.452
C 0.6512 2.2366 -0.0628 -0.606
C 1.8592 0.1463 0.7658 0.104
C 2.5113 -0.8189 0.0438 -0.106
C 1.4761 -1.8152 1.6788 0.128
N 1.4598 -0.4519 1.9271 -0.451
N 2.1284 -2.0468 0.4772 -0.528
H 2.7634 1.8816 0.0867 0.212
H 2.0130 1.9226 1.5600 0.231
H 0.7769 2.9261 -0.9868 0.203
H 3.2226 -0.6268 -0.6793 0.205
H 1.0630 -2.6773 2.3188 0.211
H 2.5203 -2.9550 0.2097 0.421
H 0.0223 2.8143 0.5132 0.213
H 0.0143 1.4755 -0.5513 0.214
C -2.2303 -1.2005 -1.2720 -0.747
C -2.8288 0.1752 -0.9863 0.713
O -3.6044 0.4536 -0.1414 -0.553
N -2.4993 1.2844 -1.9747 -0.897
H -2.5926 -1.8565 -0.4717 0.248
H -1.0890 -1.2618 -1.3344 0.245
H -2.8610 2.1716 -2.0408 0.387
H -2.0843 1.0281 -2.8409 0.363
H -2.3378 -1.6356 -2.2666 0.243

124
Properties=species:S:1:pos:R:3:lowdin_charge:R:1 method="wB97M-V/def2-TZVPD" gap_ev=9.66 energy_ha=-3061.31022 mol_weight_g_mol=840.90
C -4.6621 2.5717 -1.9993 -0.034
C -4.2409 2.2071 -0.4375 -0.453
C -5.2943 2.8112 0.4120 -0.086
O -4.2874 0.7671 -0.3148 -0.117
H -5.6993 2.2079 -1.9404 0.066
H -4.0070 2.0802 -2.7615 0.051
H -4.6592 3.6418 -2.2297 0.062
H -3.1307 2.5497 -0.2727 0.135
H -5.4536 3.8811 0.1511 0.097
H -4.9934 2.6818 1.4856 0.092
H -6.2355 2.2826 0.2879 0.078
H -3.4746 0.4203 -0.7490 0.054
C 5.7699 0.8632 2.0339 -0.034
C 4.6990 1.9261 1.7893 -0.463
C 4.6372 2.2693 0.3298 -0.076
O 3.3392 1.6344 2.2448 -0.138
H 5.5948 0.2296 2.8800 0.075
H 6.6446 1.4138 1.9360 0.060
H 5.8078 0.2532 1.1171 0.064
H 4.8789 2.8948 2.3605 0.148
H 5.5476 2.2736 -0.3276 0.100
H 4.2124 3.2665 0.1367 0.072
H 3.9385 1.5206 -0.0936 0.073
H 3.1351 0.6480 2.0762 0.064
C 0.8871 0.8542 -1.2968 -0.032
C -0.3388 0.0413 -1.2065 -0.483
C -0.5339 -0.6670 0.1361 -0.025
O -1.5041 0.8294 -1.4582 -0.075
H 0.9633 1.4360 -0.3338 0.100
H 0.8804 1.4851 -2.1629 0.075
H 1.6751 0.0867 -1.5015 0.070
H -0.3389 -0.6800 -2.1044 0.116
H -1.0949 -0.1560 0.8910 0.052
H 0.3883 -0.8808 0.7232 0.082
H -1.0888 -1.6000 -0.0039 0.063
H -1.4435 1.2655 -2.3088 0.044
C -1.7469 -1.8761 6.0010 -0.695
O -0.9028 -1.1235 5.4769 -0.042
N -1.9729 -3.0983 5.4719 0.173
N -2.3830 -1.4612 7.1040 0.166
H -1.3186 -3.4675 4.7165 0.098
H -2.7239 -3.7110 5.7721 0.109
H -3.1342 -2.0899 7.3810 0.112
H -2.3841 -0.4684 7.2302 0.110
C -1.7739 2.9025 -4.6875 -0.689
O -1.0922 2.7781 -3.7257 0.042
N -2.3042 4.0598 -5.1538 0.192
N -2.0600 1.8088 -5.4655 0.136
H -2.9125 4.0867 -5.9299 0.087
H -2.2112 4.8935 -4.5725 0.096
H -1.3764 1.0335 -5.4303 0.103
H -2.4118 1.9022 -6.4297 0.113
C 2.2648 -1.1976 3.6783 -0.631
O 2.9389 -1.0345 2.6257 -0.071
N 1.4331 -2.1249 3.9261 0.210
N 2.2447 -0.2503 4.6841 0.175
H 1.2017 -2.9294 3.3374 0.079
H 0.7489 -1.9063 4.6610 0.085
H 1.7184 -0.2973 5.5136 0.079
H 2.7188 0.6353 4.4954 0.102
C -0.2058 -4.4654 1.9789 -0.594
O -0.3519 -4.0705 3.1414 -0.039
N -1.3092 -4.6075 1.1391 0.168
N 1.0231 -4.4797 1.3867 0.209
H -1.1219 -4.7655 0.1332 0.076
H -2.1391 -4.2643 1.6179 0.105
H 1.0811 -4.4993 0.4057 0.042
H 1.8293 -4.4617 1.9055 0.074
C -1.7723 5.6543 -1.5419 -0.684
O -1.7422 6.1746 -2.6377 0.009
N -1.8651 6.4098 -0.4107 0.161
N -1.6170 4.3079 -1.3240 0.159
H -2.1156 7.3546 -0.4688 0.078
H -1.8533 5.9935 0.5156 0.075
H -1.2666 3.9542 -0.4259 0.069
H -1.2133 3.8628 -2.1963 0.084
C 4.2576 -1.1722 -3.9157 -0.607
O 3.3322 -1.1805 -3.1256 -0.024
N 5.4985 -0.7249 -3.4518 0.147
N 3.9927 -1.5471 -5.2373 0.155
H 5.6026 -0.9532 -2.4310 0.060
H 6.3538 -0.8173 -4.0033 0.098
H 4.7618 -1.6072 -5.8693 0.081
H 3.0609 -1.4296 -5.5877 0.098
C 0.0781 3.6057 1.9090 -0.707
O -0.9373 4.2698 1.7175 -0.011
N 1.2614 3.9582 1.4617 0.199
N -0.0070 2.4032 2.5271 0.186
H 1.3700 4.8407 1.0259 0.111
H 2.0331 3.3097 1.5825 0.077
H -0.8555 1.9512 2.6705 0.075
H 0.7889 1.7942 2.7364 0.093
C -4.5870 -2.0293 2.5909 -0.680
O -4.8958 -2.7318 3.4914 0.052
N -3.4662 -1.2565 2.7532 0.157
N -5.1438 -1.9792 1.2746 0.149
H -3.0938 -1.3088 3.6570 0.050
H -3.5681 -0.3272 2.3203 0.100
H -4.7293 -1.3670 0.5512 0.075
H -6.0009 -2.4562 1.1933 0.070
C 4.8339 -1.8430 -0.0196 -0.591
O 5.7198 -1.8495 -0.9219 -0.044
N 5.0996 -2.2788 1.2539 0.171
N 3.5239 -1.3938 -0.2520 0.173
H 4.3523 -2.1811 1.9303 0.066
H 5.9985 -2.6323 1.3727 0.087
H 3.3759 -1.0620 -1.1970 0.031
H 2.9455 -1.0208 0.5020 0.061
C 1.0246 -4.1965 -1.8596 -0.666
O 0.1075 -4.8990 -1.4678 -0.010
N 2.3545 -4.6302 -1.9518 0.161
N 0.8089 -2.9673 -2.3605 0.207
H 2.5639 -5.6052 -1.9557 0.092
H 3.0923 -3.9129 -2.1052 0.108
H -0.1053 -2.6252 -2.1398 0.046
H 1.5235 -2.3946 -2.7468 0.065
C -2.1664 -1.4546 -3.8227 -0.704
O -1.2852 -1.2875 -4.5847 0.075
N -3.2329 -0.6716 -3.6781 0.183
N -2.2363 -2.5227 -2.8925 0.151
H -3.8350 -0.6047 -2.8953 0.084
H -3.2680 0.1511 -4.2382 0.067
H -2.8787 -2.4028 -2.1402 0.082
H -1.8629 -3.4317 -3.0574 0.088

62
Properties=species:S:1:pos:R:3:nbo_charge:R:1 method="wB97M-V/def2-TZVPD" gap_ev=8.20 smiles="COc1ccc2[nH]c(=O)c(CN(Cc3nnnn3Cc3ccccc3)C[C@@H]3CCCO3)cc2c1" energy_ha=-1523.69575 mol_weight_g_mol=460.54
C 0.1149 -7.4069 2.1496 -0.252
H -0.6787 -7.4251 1.3959 0.177
O 0.9177 -6.2581 2.0284 -0.493
C 0.3328 -5.0344 2.1575 0.279
C 1.1647 -3.9398 1.9816 -0.202
C 0.6726 -2.6406 2.0945 -0.114
C -0.6878 -2.4476 2.3994 0.243
C -1.5199 -3.5496 2.5714 -0.226
C -1.0196 -4.8282 2.4520 -0.269
H -1.6890 -5.6628 2.5855 0.222
H -2.5664 -3.3995 2.7925 0.212
N -1.1596 -1.1668 2.5225 -0.578
C -0.4340 -0.0235 2.3133 0.633
O -0.9796 1.0706 2.4164 -0.676
C 0.9702 -0.2316 1.9671 -0.120
C 1.4778 -1.4814 1.8847 -0.099
H 2.5173 -1.6270 1.6270 0.212
C 1.7690 0.9974 1.6160 -0.238
N 1.7396 1.3546 0.2042 -0.438
C 0.4129 1.6479 -0.2836 -0.290
C -0.5122 0.4893 -0.4400 0.352
N -0.2476 -0.7882 -0.6121 -0.338
N -1.4170 -1.4114 -0.6870 -0.073
N -2.3817 -0.5961 -0.5803 -0.081
N -1.8608 0.6228 -0.4240 -0.196
C -2.6454 1.8137 -0.2650 -0.250
C -2.2621 2.8368 -1.3039 -0.061
C -1.9494 4.1392 -0.9409 -0.153
C -1.5527 5.0555 -1.8995 -0.225
C -1.4586 4.6755 -3.2274 -0.214
C -1.7760 3.3790 -3.5967 -0.205
C -2.1785 2.4646 -2.6404 -0.203
H -2.4210 1.4526 -2.9316 0.223
H -1.7100 3.0776 -4.6316 0.218
H -1.1390 5.3882 -3.9731 0.216
H -1.3093 6.0662 -1.6073 0.216
H -2.0123 4.4351 0.0963 0.207
H -3.6920 1.5124 -0.3718 0.243
H -2.4845 2.2011 0.7476 0.244
H 0.5093 2.1206 -1.2650 0.256
H -0.0488 2.3594 0.4071 0.233
C 2.5105 0.4982 -0.6803 -0.258
H 3.4182 0.2015 -0.1508 0.198
C 2.9442 1.2432 -1.9513 0.105
H 3.7268 0.6389 -2.4396 0.169
C 3.4712 2.6728 -1.6886 -0.451
H 4.5436 2.7239 -1.8690 0.208
C 2.6917 3.5505 -2.6762 -0.432
H 1.8876 4.0831 -2.1679 0.206
C 2.1027 2.5169 -3.6410 -0.066
H 2.8240 2.2823 -4.4390 0.158
O 1.8583 1.3731 -2.8584 -0.538
H 1.1567 2.8226 -4.0903 0.193
H 3.3216 4.2737 -3.1892 0.213
H 3.2700 2.9552 -0.6577 0.234
H 1.9570 -0.4023 -0.9751 0.230
H 2.8143 0.8625 1.9031 0.205
H 1.3553 1.8482 2.1672 0.225
H -2.1445 -1.0382 2.7259 0.414
H 2.2031 -4.1072 1.7444 0.222
H 0.7839 -8.2504 1.9863 0.201
H -0.3276 -7.4872 3.1481 0.173

100
Properties=species:S:1:pos:R:3:lowdin_charge:R:1 method="wB97M-V/def2-TZVPD" gap_ev="5.72 / 5.72" energy_ha=-5943.26373 mol_weight_g_mol=974.92 total_charge=+2
Rh 0.8897 -0.1800 0.3406 0.828
C -6.5447 -3.9354 2.2596 -0.028
C -5.3743 -3.0209 2.0302 -0.257
C -4.9706 -2.1280 3.0242 -0.019
C -3.9091 -1.2670 2.8203 -0.054
C -3.2547 -1.2948 1.5964 -0.387
C -3.6170 -2.1802 0.5939 -0.067
C -4.6846 -3.0357 0.8195 -0.020
S -1.8985 -0.1788 1.4109 1.131
O -1.1366 -0.6503 0.1188 -0.546
C -2.7512 1.2605 0.8483 -0.306
C -3.5811 1.2303 -0.2966 -0.035
C -4.1663 2.3844 -0.7082 0.009
C -3.9501 3.6048 -0.0079 -0.138
C -4.5573 4.8105 -0.4314 -0.013
C -4.3504 5.9734 0.2540 -0.043
C -3.5192 5.9887 1.3953 -0.043
C -2.9165 4.8425 1.8266 -0.020
C -3.1238 3.6210 1.1412 -0.120
C -2.5064 2.4040 1.5558 -0.161
C -1.6562 2.3217 2.7760 -0.156
C -2.2727 2.3976 4.0588 -0.104
C -3.6757 2.5708 4.2061 -0.012
C -4.2371 2.6553 5.4460 -0.042
C -3.4361 2.5622 6.6067 -0.041
C -2.0906 2.3682 6.4964 -0.012
C -1.4773 2.2695 5.2258 -0.135
C -0.0849 2.0330 5.0984 0.008
C 0.4942 1.9437 3.8749 -0.086
C -0.2925 2.1101 2.7051 -0.417
S 0.6845 2.0437 1.2283 1.081
O 0.6037 -0.6816 2.2170 -0.566
C -0.1190 3.0627 0.0157 -0.472
C -0.5434 2.5465 -1.2026 -0.102
C -1.0035 3.4105 -2.1805 -0.019
C -1.0420 4.7889 -1.9662 -0.249
C -1.5066 5.7186 -3.0513 -0.028
C -0.6164 5.2797 -0.7353 -0.016
C -0.1434 4.4314 0.2513 -0.076
H -6.4982 -4.3925 3.2480 0.088
H -6.5875 -4.7217 1.5087 0.083
H -7.4770 -3.3699 2.2058 0.095
H -5.4941 -2.1155 3.9723 0.129
H -3.5928 -0.5763 3.5953 0.119
H -3.0722 -2.1991 -0.3413 0.115
H -4.9851 -3.7276 0.0424 0.125
H -3.7435 0.2981 -0.8218 0.119
H -4.8206 2.3869 -1.5716 0.129
H -5.1979 4.7912 -1.3047 0.123
H -4.8279 6.8880 -0.0720 0.117
H -3.3660 6.9155 1.9324 0.117
H -2.2849 4.8575 2.7065 0.127
H -4.3016 2.6436 3.3267 0.122
H -5.3052 2.7972 5.5442 0.117
H -3.8959 2.6426 7.5823 0.117
H -1.4713 2.2843 7.3806 0.123
H 0.5125 1.9245 5.9949 0.129
H 1.5543 1.7511 3.7728 0.112
H -0.5296 1.4779 -1.3724 0.075
H -1.3333 3.0126 -3.1334 0.126
H -2.4029 5.3341 -3.5383 0.087
H -0.7357 5.8206 -3.8175 0.094
H -1.7188 6.7112 -2.6589 0.084
H -0.6354 6.3464 -0.5493 0.129
H 0.2139 4.8330 1.1921 0.127
Br 3.5490 0.0083 0.7580 0.995
C 3.3194 0.2719 -1.1103 -0.663
C 4.3575 0.5911 -1.9537 -0.051
C 4.0455 0.7447 -3.2976 -0.004
C 2.7353 0.5589 -3.7212 -0.011
C 1.7666 0.2505 -2.7874 -0.089
N 2.0624 0.1162 -1.4870 -0.088
H 5.3621 0.7137 -1.5752 0.125
H 4.8209 1.0028 -4.0062 0.132
H 2.4702 0.6506 -4.7645 0.125
H 0.7319 0.1005 -3.0634 0.128
C 3.1552 -3.9377 -0.9211 -0.057
C 3.6650 -4.2627 0.3360 -0.038
C 3.0413 -3.8105 1.4918 -0.072
C 1.9022 -3.0112 1.4084 -0.282
C 1.3812 -2.7190 0.1442 -0.188
C 2.0144 -3.1658 -1.0216 -0.077
Si 1.1873 -2.0798 2.8626 0.505
C -0.1724 -3.1552 3.5305 -0.259
C -1.1467 -3.6942 2.6843 -0.094
C -2.2707 -4.3111 3.2105 -0.082
C -2.4314 -4.4049 4.5871 -0.068
C -1.4622 -3.8994 5.4400 -0.070
C -0.3312 -3.2853 4.9155 -0.095
H 3.6361 -4.3098 -1.8161 0.115
H 4.5560 -4.8731 0.4127 0.119
H 3.4513 -4.0793 2.4581 0.115
H 0.4006 -2.2261 0.0438 0.070
H 1.5938 -2.9343 -1.9930 0.111
H 2.2287 -1.9108 3.9014 0.032
H -1.0301 -3.6390 1.6061 0.101
H -3.0161 -4.7311 2.5480 0.106
H -3.3051 -4.8976 4.9954 0.111
H -1.5803 -3.9917 6.5121 0.110
H 0.4213 -2.8957 5.5921 0.097

59
Properties=species:S:1:pos:R:3:nbo_charge:R:1 method="wB97M-V/def2-TZVPD" gap_ev=10.40 smiles="COP(=O)(OC)OC.CO.CO.CO.CO.CO.CO.CO" energy_ha=-1572.07350 mol_weight_g_mol=364.37
C 3.5272 -6.1070 4.1328 -0.249
O 3.9966 -6.8070 5.2345 -0.711
H 3.0768 -5.1169 4.2033 0.178
H 4.3634 -5.8894 3.4683 0.157
H 2.9304 -6.8304 3.5772 0.157
H 3.7337 -7.7103 5.0433 0.467
C -0.1294 -2.6615 -0.7628 -0.247
O 0.8513 -2.3735 0.1795 -0.724
H 0.2045 -2.7860 -1.7929 0.179
H -0.5093 -3.6237 -0.4193 0.157
H -0.9553 -1.9517 -0.8099 0.163
H 0.3959 -2.2011 1.0068 0.472
C -6.5638 -0.4737 -1.9582 -0.243
O -5.2999 0.1074 -1.7738 -0.729
H -7.1946 0.1203 -2.6195 0.163
H -6.4425 -1.5121 -2.2669 0.162
H -7.0065 -0.4716 -0.9621 0.178
H -4.8042 0.1522 -2.5947 0.468
C -4.1623 -6.4832 -5.0026 -0.243
O -5.1655 -6.9372 -4.1244 -0.723
H -3.6141 -7.3574 -5.3540 0.159
H -4.6279 -5.9170 -5.8092 0.188
H -3.4852 -5.9327 -4.3495 0.161
H -4.7116 -7.3078 -3.3640 0.459
C 6.2090 -0.7347 0.5732 -0.251
O 5.7510 -2.0472 0.1843 -0.727
H 6.9531 -0.8577 1.3601 0.175
H 6.7436 -0.2745 -0.2577 0.166
H 5.3844 -0.1051 0.9076 0.169
H 4.8026 -1.9759 0.0537 0.469
C -2.1705 2.7918 -5.4908 -0.246
O -2.0214 1.5372 -4.9042 -0.728
H -1.7291 3.4979 -4.7873 0.165
H -1.7358 2.8520 -6.4885 0.164
H -3.2051 3.0984 -5.6448 0.176
H -1.1951 1.1341 -5.1805 0.470
C -3.3014 -1.4456 3.3480 -0.252
O -1.9163 -1.4265 3.6628 -0.729
H -3.9167 -1.8494 4.1520 0.166
H -3.6277 -0.4352 3.1018 0.172
H -3.5088 -2.1112 2.5101 0.173
H -1.8448 -1.5478 4.6124 0.469
C 0.5287 3.8400 0.6663 -0.268
O 1.3589 4.8353 0.1072 -0.776
P 1.7872 6.0765 1.1425 2.505
O 0.6515 6.7724 1.8658 -1.070
O 2.6596 7.0589 0.1489 -0.806
C 3.4000 8.1740 0.7245 -0.246
O 3.0060 5.4330 2.0470 -0.815
C 2.7822 4.6577 3.2005 -0.241
H -0.0173 3.2102 -0.0362 0.204
H -0.2148 4.1871 1.3838 0.197
H 1.1904 3.1523 1.1930 0.168
H 2.6236 8.9203 0.8928 0.198
H 4.1588 8.5223 0.0237 0.199
H 3.8474 7.8098 1.6493 0.191
H 3.5005 3.8400 3.1412 0.191
H 1.7803 4.2319 3.1447 0.179
H 2.8782 5.2491 4.1111 0.191